Record 1
# C4H6N2O2

A cluster of 2 separate species, C4H6N2O2 in total (ωB97M-V/def2-TZVPD, OMol25).

Structure (XYZ):
```
14
Properties=species:S:1:pos:R:3
C 0.102 2.815 0.837
C 0.186 1.528 1.298
C -0.398 1.519 -0.830
C -0.085 -0.740 0.255
N -0.310 2.767 -0.503
N -0.087 0.670 0.297
O 0.552 -3.976 -1.369
O 0.119 -1.535 1.098
H 0.329 3.665 1.440
H 0.600 1.195 2.259
H -0.810 1.276 -1.826
H -0.308 -1.150 -0.782
H 0.291 -3.476 -0.576
H -0.181 -4.560 -1.598
```

Properties
HOMO energy	-9.6	eV
total charge	0
strongest force on any atom	3.43	eV/Å
E	-415.99249	Ha
SMILES string	O=Cn1ccnc1.O
molecular weight	114.10	u
spin multiplicity	1

Record 2
# C39H54IrN5OS2Si

A structure of composition C39H54IrN5OS2Si (ωB97M-V/def2-TZVPD, OMol25).

Structure (XYZ):
```
103
Properties=species:S:1:pos:R:3
Ir 1.433 0.885 -0.588
N 3.063 -0.162 0.488
C 4.483 0.272 0.672
C 4.713 1.764 0.530
C 3.936 2.661 1.505
C 2.814 3.449 0.848
N 1.611 2.611 0.587
H 2.614 -0.267 1.396
H 3.083 -1.105 0.109
H 5.093 -0.255 -0.061
H 4.808 -0.062 1.660
H 4.485 2.068 -0.491
H 5.785 1.931 0.641
H 4.617 3.376 1.966
H 3.521 2.082 2.337
H 3.145 3.874 -0.100
H 2.501 4.272 1.492
H 0.870 3.227 0.258
H 1.271 2.225 1.473
C 0.149 -1.856 4.770
C 0.871 -1.375 3.502
C 1.423 -2.611 2.775
C 2.026 -0.465 3.937
Si -0.348 -0.476 2.356
O 0.412 0.278 1.133
C -1.580 -1.757 1.722
C -1.462 -2.271 0.427
C -2.286 -3.286 -0.042
C -3.259 -3.821 0.790
C -3.388 -3.346 2.088
C -2.557 -2.333 2.546
C -1.304 0.836 3.341
C -0.609 1.952 3.825
C -1.249 2.982 4.497
C -2.621 2.926 4.710
C -3.337 1.830 4.251
C -2.683 0.803 3.577
H 0.866 -2.333 5.446
H -0.617 -2.598 4.542
H -0.317 -1.032 5.314
H 2.170 -3.113 3.396
H 1.900 -2.372 1.818
H 0.630 -3.331 2.563
H 2.810 -1.054 4.422
H 1.695 0.284 4.659
H 2.491 0.072 3.104
H -0.682 -1.881 -0.220
H -2.162 -3.668 -1.048
H -3.904 -4.614 0.436
H -4.131 -3.772 2.749
H -2.671 -2.001 3.571
H 0.465 2.023 3.681
H -0.680 3.825 4.868
H -3.123 3.722 5.244
H -4.403 1.765 4.433
H -3.271 -0.046 3.248
S 2.937 1.378 -2.340
C 2.276 1.084 -3.870
N 1.038 0.774 -4.187
C 0.684 0.724 -5.606
C 1.995 0.784 -6.406
S 3.323 1.227 -5.237
H 0.319 0.803 -3.472
H 0.033 1.567 -5.841
H 0.141 -0.197 -5.811
H 1.956 1.542 -7.183
H 2.241 -0.172 -6.860
N 1.065 -0.835 -1.562
C 0.856 -1.817 -2.115
C 0.553 -3.050 -2.771
C -0.559 -3.111 -3.615
C -0.871 -4.310 -4.229
C -0.083 -5.432 -4.000
C 1.021 -5.365 -3.159
C 1.347 -4.173 -2.537
H -1.168 -2.230 -3.774
H -1.729 -4.374 -4.884
H -0.332 -6.367 -4.482
H 1.626 -6.244 -2.987
H 2.202 -4.109 -1.877
C -2.481 2.174 0.620
N -2.864 0.818 0.130
C -4.297 0.802 -0.267
C -1.923 0.255 -0.941
C -1.384 1.325 -1.846
C -2.218 1.880 -2.820
C -1.865 3.043 -3.486
C -0.668 3.662 -3.154
C 0.200 3.059 -2.252
C -0.094 1.846 -1.605
H -3.073 2.390 1.508
H -2.685 2.895 -0.167
H -1.427 2.150 0.871
H -2.774 0.189 0.935
H -4.439 1.484 -1.100
H -4.891 1.132 0.582
H -4.579 -0.210 -0.549
H -2.490 -0.529 -1.442
H -1.111 -0.193 -0.376
H -3.166 1.404 -3.046
H -2.523 3.470 -4.231
H -0.389 4.595 -3.627
H 1.162 3.530 -2.087
```

Properties
HOMO energy	-13.3	eV
total charge	+2
strongest force on any atom	0.49	eV/Å
E	-3057.40308	Ha
molecular weight	893.33	u
spin multiplicity	1

Record 3
# H10O5

A cluster of 5 separate species, H10O5 in total (ωB97M-V/def2-TZVPD, OMol25).

Structure (XYZ):
```
15
Properties=species:S:1:pos:R:3
O 1.863 -1.198 -0.676
H 2.110 -0.441 -1.216
H 2.241 -1.960 -1.125
O -0.158 3.911 0.312
H -0.724 3.580 -0.391
H -0.533 4.766 0.540
O -2.102 -1.846 0.750
H -1.960 -1.746 -0.196
H -1.271 -1.557 1.170
O -0.636 -0.005 -1.710
H -0.180 -0.232 -0.893
H -1.078 0.828 -1.522
O 0.445 -1.495 1.716
H 0.908 -1.419 0.866
H 1.075 -1.186 2.373
```

Properties
HOMO energy	-10.4	eV
total charge	0
strongest force on any atom	0.40	eV/Å
E	-382.18719	Ha
SMILES string	O.O.O.O.O
molecular weight	90.07	u
spin multiplicity	1

Record 4
# C5H10

A cluster of 3 separate species, C5H10 in total (ωB97M-V/def2-TZVPD, OMol25).

Structure (XYZ):
```
15
Properties=species:S:1:pos:R:3
C 0.462 0.733 0.087
C 0.151 -0.506 -0.458
C 2.406 0.004 0.079
C -1.787 0.204 -0.385
C -2.596 -0.368 0.500
H 0.309 0.902 1.146
H 0.524 1.595 -0.566
H 0.290 -0.667 -1.520
H 0.107 -1.371 0.192
H -2.173 0.889 -1.141
H 2.690 -0.773 -0.630
H 2.609 -0.304 1.103
H 2.901 0.942 -0.171
H -3.679 -0.231 0.503
H -2.212 -1.048 1.262
```

Properties
HOMO energy	-7.2	eV
total charge	0
strongest force on any atom	6.61	eV/Å
E	-196.29619	Ha
molecular weight	70.13	u
spin multiplicity	1

Record 5
# C31H47BrHgN2P2

A structure of composition C31H47BrHgN2P2 (ωB97M-V/def2-TZVPD, OMol25).

Structure (XYZ):
```
84
Properties=species:S:1:pos:R:3
N 3.616 1.247 4.873
C 2.368 1.706 4.936
C 1.261 0.899 4.676
C 1.469 -0.454 4.314
C 2.806 -0.894 4.168
C 3.842 -0.012 4.495
C 0.338 -1.325 4.065
Hg 0.148 -0.026 -0.760
P -1.877 -0.733 -1.971
C 0.434 -2.569 3.500
C -0.600 -3.132 2.665
C -0.320 -4.226 1.797
C -1.280 -4.664 0.878
C -2.519 -4.015 0.837
C -2.843 -2.971 1.705
C -1.881 -2.531 2.615
Br -3.787 -4.555 -0.509
H -0.638 -0.942 4.423
H 1.356 -3.152 3.586
H 0.260 1.312 4.741
H 3.043 -1.915 3.857
H 2.230 2.748 5.221
H 4.882 -0.357 4.455
H 0.656 -4.714 1.852
H -2.124 -1.716 3.299
H -1.069 -5.490 0.196
H -3.829 -2.508 1.647
P 2.614 0.157 -1.051
C -3.391 -0.352 -1.019
C -4.634 -1.165 -1.362
H -3.600 0.726 -1.130
H -3.140 -0.507 0.044
H -5.495 -0.762 -0.810
H -4.887 -1.149 -2.429
H -4.511 -2.209 -1.047
C -1.641 -2.529 -2.230
C -2.275 -3.182 -3.461
H -2.049 -3.015 -1.330
H -0.556 -2.740 -2.217
H -2.164 -4.270 -3.370
H -3.349 -2.971 -3.545
H -1.778 -2.874 -4.389
C -1.865 0.054 -3.620
C -3.219 0.216 -4.300
H -1.181 -0.523 -4.263
H -1.401 1.044 -3.477
H -3.062 0.768 -5.235
H -3.685 -0.743 -4.565
H -3.915 0.792 -3.677
C 3.048 1.629 -2.041
C 2.023 2.025 -3.106
H 4.024 1.429 -2.508
H 3.189 2.452 -1.328
H 2.436 2.830 -3.724
H 1.769 1.196 -3.777
H 1.097 2.397 -2.656
C 3.061 -1.289 -2.083
C 2.801 -2.644 -1.424
H 4.119 -1.174 -2.350
H 2.484 -1.197 -3.011
H 2.922 -3.437 -2.169
H 3.506 -2.846 -0.611
H 1.787 -2.726 -1.016
C 3.698 0.079 0.413
C 3.956 1.386 1.161
H 4.659 -0.347 0.079
H 3.247 -0.655 1.099
H 4.744 1.223 1.909
H 4.292 2.189 0.495
H 3.065 1.733 1.703
C -1.327 6.640 0.935
C -1.012 5.195 0.675
C -1.638 4.529 -0.377
C -1.316 3.190 -0.619
N -0.392 2.519 0.089
C 0.184 3.147 1.128
C -0.087 4.486 1.449
H -0.943 7.280 0.128
H -2.411 6.806 0.996
H -0.874 6.972 1.874
H -2.345 5.040 -1.027
H -1.816 2.642 -1.426
H 0.884 2.571 1.738
H 0.408 4.951 2.302
```

Properties
HOMO energy	-12.6	eV
total charge	+2
strongest force on any atom	1.55	eV/Å
E	-4728.58924	Ha
molecular weight	790.17	u
spin multiplicity	1

Record 6
# C7H12NO4

A cluster of 2 separate species, C7H12NO4 in total (ωB97M-V/def2-TZVPD, OMol25).

Structure (XYZ):
```
24
Properties=species:S:1:pos:R:3
C 1.763 1.928 0.434
C -3.654 -0.640 -0.457
C 1.315 0.601 0.849
C -2.553 0.293 -0.229
C -0.288 -1.115 0.286
C 2.294 -1.276 -0.377
C 0.990 -0.550 -0.248
N -1.699 1.219 -0.576
O 0.438 1.778 0.930
O -3.312 0.064 0.817
O 0.025 -1.763 1.408
O 0.684 0.150 -1.410
H 2.427 2.520 0.956
H 1.764 2.125 -0.585
H -4.522 -0.226 -0.890
H -3.638 -1.761 -0.488
H 1.487 0.143 1.925
H 3.248 -0.509 -0.202
H 2.284 -1.990 0.438
H 2.417 -1.791 -1.263
H -1.117 1.000 -1.398
H -0.994 1.569 0.172
H -0.774 -2.029 1.935
H 1.415 0.258 -2.024
```

Properties
HOMO energy	-13.0	eV
total charge	+1
strongest force on any atom	4.05	eV/Å
E	-629.17084	Ha
molecular weight	174.18	u
spin multiplicity	1

Record 7
# C5H10OPRu

A structure of composition C5H10OPRu (ωB97M-V/def2-TZVPD, OMol25).

Structure (XYZ):
```
18
Properties=species:S:1:pos:R:3
C 0.510 -0.352 -0.863
C 1.416 -0.925 -1.842
C 1.467 -2.315 -1.684
C 0.445 -2.702 -0.738
C -0.118 -1.491 -0.172
Ru -0.239 1.758 1.118
P -2.020 2.485 0.157
H 0.214 0.726 -0.671
H 1.989 -0.305 -2.524
H 2.147 -2.988 -2.173
H -0.866 -1.372 0.617
H 0.149 -3.723 -0.450
H -3.275 1.823 0.274
H -1.968 2.907 -1.188
H -2.330 3.727 0.863
O 0.976 1.105 2.776
H 0.493 1.511 3.541
H 1.010 0.131 2.959
```

Properties
HOMO energy (alpha / beta)	-3.6 / -8.1	eV
total charge	0
strongest force on any atom	4.34	eV/Å
E	-707.66125	Ha
<S²>	8.778
molecular weight	218.18	u
spin multiplicity	6

Record 8
# C2H8N2S

A cluster of 2 separate species, C2H8N2S in total (ωB97M-V/def2-TZVPD, OMol25).

Structure (XYZ):
```
13
Properties=species:S:1:pos:R:3
C 3.279 -0.916 4.257
S 1.758 -1.337 5.173
H 3.835 -1.850 4.215
H 3.905 -0.279 4.878
H 3.171 -0.469 3.278
N -1.407 1.709 -3.079
C -2.104 1.011 -3.885
N -3.474 0.962 -3.879
H 1.433 -2.317 4.318
H -0.708 1.060 -2.710
H -1.640 0.438 -4.699
H -3.994 1.822 -3.805
H -4.054 0.166 -4.061
```

Properties
HOMO energy	-8.7	eV
total charge	0
strongest force on any atom	1.93	eV/Å
E	-588.62591	Ha
SMILES string	[H]/N=C/N.CS
molecular weight	92.17	u
spin multiplicity	1

Record 9
# C9H11FO3

An isolated molecule of C9H11FO3 (ωB97M-V/def2-TZVPD, OMol25).

Structure (XYZ):
```
24
Properties=species:S:1:pos:R:3
C -1.461 -1.806 0.256
C -0.122 -2.195 0.316
C -2.050 -0.710 -0.219
C 0.904 -1.311 0.043
C -3.517 -0.649 -0.202
C -1.426 0.498 -0.834
C -0.257 0.962 -0.037
C 3.104 -0.513 -0.327
C 1.423 2.587 0.541
O -4.152 0.372 -0.337
O 2.206 -1.694 0.045
O 0.554 1.977 -0.412
F -0.445 0.912 1.359
H -2.034 -2.604 0.643
H 0.024 -3.201 0.692
H -3.927 -1.578 0.246
H -1.058 0.360 -1.909
H -2.210 1.314 -0.865
H 2.472 0.051 -1.150
H 4.013 -0.896 -0.781
H 3.141 0.179 0.427
H 2.224 1.792 0.853
H 0.850 2.681 1.471
H 1.744 3.473 0.183
```

Properties
HOMO energy (alpha / beta)	-7.8 / -7.8	eV
total charge	0
strongest force on any atom	6.09	eV/Å
E	-674.90901	Ha
molecular weight	186.18	u
spin multiplicity	1

Record 10
# C4H28N2O9

A cluster of 9 separate species, C4H28N2O9 in total (ωB97M-V/def2-TZVPD, OMol25).

Structure (XYZ):
```
43
Properties=species:S:1:pos:R:3
C 0.080 0.561 0.091
C 0.071 2.122 0.062
C 1.258 2.606 -0.854
O -1.172 2.527 -0.378
N -1.255 -0.018 -0.048
C -1.313 -1.451 -0.396
N -2.499 -1.666 -1.131
H 0.724 0.231 -0.708
H 0.546 0.293 1.161
H 0.279 2.478 1.119
H 1.107 2.145 -1.914
H 2.128 2.363 -0.296
H 1.017 3.638 -1.073
H -1.403 2.252 -1.294
H -1.867 0.174 0.860
H -0.429 -1.778 -1.020
H -1.416 -2.068 0.586
H -2.570 -1.292 -1.987
H -3.447 -1.698 -0.655
H -2.024 2.123 1.227
H -2.791 1.854 2.357
O -2.356 1.419 1.803
H 1.396 -0.348 -3.971
H 1.198 -0.697 -2.430
O 0.973 -0.096 -3.106
H 3.633 -0.531 -1.116
H 3.856 -0.765 0.394
O 4.182 -0.350 -0.355
H -0.358 -1.513 2.765
H 0.308 -2.627 3.529
O 0.456 -2.029 2.832
H 1.901 -1.709 -0.382
H 2.107 -3.056 -1.293
O 1.619 -2.173 -1.300
H 2.075 -1.892 2.261
H 1.884 -0.777 1.219
O 2.543 -1.455 1.538
H -1.192 1.165 -3.408
H -1.988 0.855 -2.054
O -1.958 1.421 -2.773
H -1.187 0.548 3.438
H -2.533 -0.356 3.231
O -1.585 -0.431 3.472
```

Properties
HOMO energy	-8.5	eV
total charge	0
strongest force on any atom	11.47	eV/Å
E	-955.75327	Ha
SMILES string	C[C@@H](O)CNCN.O.O.O.O.O.O.O.O
molecular weight	248.27	u
spin multiplicity	1

Record 11
# C5H10O2

A structure of composition C5H10O2 (ωB97M-V/def2-TZVPD, OMol25).

Structure (XYZ):
```
17
Properties=species:S:1:pos:R:3
C 2.020 1.610 -0.320
O 1.354 1.112 0.815
C -0.334 -0.669 -0.314
C -0.295 -1.639 0.850
O -1.728 -1.872 0.735
C -1.760 -1.083 -0.455
C -1.447 0.332 -0.106
H 3.053 1.254 -0.240
H 1.597 1.241 -1.278
H 1.992 2.711 -0.323
H 0.449 -0.569 -1.056
H 0.042 -1.283 1.834
H 0.247 -2.560 0.605
H -2.321 -1.389 -1.335
H -1.577 1.079 -0.884
H -1.719 0.675 0.892
H 0.426 1.049 0.580
```

Properties
HOMO energy	-9.5	eV
total charge	0
strongest force on any atom	0.59	eV/Å
E	-346.87907	Ha
molecular weight	102.13	u
spin multiplicity	1

Record 12
# C33H36BNO4

A structure of composition C33H36BNO4 (ωB97M-V/def2-TZVPD, OMol25).

Structure (XYZ):
```
75
Properties=species:S:1:pos:R:3
C -3.086 -3.105 4.816
C -2.168 -2.900 3.711
C -1.679 -3.759 2.717
C -0.680 -3.007 2.007
C -0.277 -1.940 2.853
B -2.879 0.980 1.976
O -1.667 1.578 2.303
C -1.822 2.679 1.372
C -3.045 2.284 0.407
C -3.328 3.332 -0.647
C -4.322 2.104 1.415
O -4.107 1.118 2.510
C -2.774 0.909 -0.170
O -2.699 0.032 0.806
O -1.467 -1.751 3.657
H -2.830 -4.088 5.181
H -3.062 -2.410 5.658
H -4.104 -3.200 4.457
H -1.759 -4.845 2.772
H -0.591 -3.236 0.923
H -1.927 3.582 1.982
H -0.886 2.721 0.776
H -3.340 2.836 -1.605
H -4.302 3.790 -0.393
H -2.556 4.097 -0.681
H -4.588 3.019 1.970
H -5.190 1.697 0.890
H -2.719 0.726 -1.256
H 0.059 -0.832 2.595
C -2.856 -3.173 -3.568
C -2.692 -2.011 -4.333
C -1.476 -1.327 -4.311
C -0.435 -1.790 -3.511
C 0.829 -0.971 -3.410
N 1.429 -1.040 -2.100
C 2.903 -0.945 -2.050
C 3.428 0.465 -2.050
C 4.368 0.885 -1.100
C 4.666 2.239 -0.940
C 4.029 3.189 -1.737
C 3.162 2.778 -2.754
C 2.934 1.412 -2.945
C 0.707 -0.740 -0.990
C 1.067 -1.035 0.319
C 0.554 -0.298 1.503
C 1.711 0.546 2.061
C 1.845 1.886 1.666
C 3.067 2.552 1.866
C 4.157 1.892 2.428
C 3.997 0.578 2.870
C 2.782 -0.098 2.704
C -0.588 -2.962 -2.779
C -1.801 -3.652 -2.786
H -3.813 -3.706 -3.564
H -3.515 -1.647 -4.949
H -1.344 -0.423 -4.907
H 1.578 -1.332 -4.093
H 0.626 0.042 -3.719
H 3.280 -1.483 -1.177
H 3.262 -1.457 -2.944
H 4.838 0.115 -0.487
H 5.392 2.554 -0.170
H 4.176 4.253 -1.535
H 2.671 3.511 -3.403
H 2.368 1.069 -3.809
H -0.313 -0.318 -1.113
H 1.891 -1.695 0.535
H -0.196 0.385 1.077
H 0.981 2.391 1.215
H 3.205 3.586 1.537
H 5.142 2.359 2.487
H 4.841 0.021 3.292
H 2.617 -1.136 3.047
H 0.235 -3.325 -2.183
H -1.914 -4.556 -2.195
```

Properties
HOMO energy	-4.4	eV
total charge	0
strongest force on any atom	5.57	eV/Å
E	-1659.30364	Ha
molecular weight	521.47	u
spin multiplicity	1

Record 13
# C4H12

A cluster of 2 separate species, C4H12 in total (ωB97M-V/def2-TZVPD, OMol25).

Structure (XYZ):
```
16
Properties=species:S:1:pos:R:3
C -0.907 2.455 -0.535
C 0.427 2.251 0.154
H -0.853 2.506 -1.623
H -1.601 1.624 -0.385
H -1.436 3.367 -0.262
H 1.078 1.672 -0.502
H 0.358 1.688 1.078
H 1.000 3.149 0.365
C -0.517 -2.169 0.065
C 0.973 -2.503 0.298
H -0.563 -1.195 -0.405
H -1.054 -2.979 -0.431
H -1.053 -1.901 0.986
H 1.569 -1.612 0.136
H 1.158 -3.045 1.226
H 1.251 -3.179 -0.513
```

Properties
HOMO energy	-11.6	eV
total charge	0
strongest force on any atom	1.39	eV/Å
E	-159.57152	Ha
SMILES string	CC.CC
molecular weight	60.14	u
spin multiplicity	1